The molecule C23H25FN2O3. Source: the Open Molecules 2025 dataset; level of theory: the ωB97M-V functional and the def2-TZVPD basis.

Structure (XYZ):
```
54
Properties=species:S:1:pos:R:3:lowdin_charge:R:1
C -2.4254 0.4252 -3.1858 -0.050
C -1.2364 0.3320 -2.2677 -0.261
C 0.0308 0.7030 -2.7056 -0.006
C 1.1440 0.6318 -1.8757 -0.254
C 2.5114 1.0025 -2.3825 -0.048
C 0.9727 0.1828 -0.5720 0.016
C -0.2837 -0.1763 -0.1069 -0.124
C -0.3820 -0.6472 1.3188 -0.428
O 0.5623 -1.1650 1.8822 0.073
N -1.5981 -0.4329 1.9071 0.113
C -1.9073 -0.6252 3.2919 -0.202
C -0.8555 -0.4427 4.3488 -0.014
C -1.9677 0.5507 4.2463 -0.390
C -1.6803 1.9344 3.7121 -0.089
C -2.9666 2.5831 3.2097 -0.115
N -3.9951 2.5582 4.2413 -0.033
C -4.3809 3.7267 4.8142 -0.399
O -3.8855 4.8049 4.5297 0.076
C -5.4731 3.6795 5.8516 -0.075
C -5.2450 4.2736 7.0896 -0.021
C -6.2509 4.3086 8.0374 -0.073
C -7.5003 3.7713 7.7555 -0.017
C -7.7515 3.1946 6.5207 -0.248
O -8.9474 2.6573 6.1598 0.082
C -6.7235 3.1577 5.5846 -0.175
F -6.9779 2.5942 4.3899 0.105
C -4.3261 1.2279 4.7301 -0.125
C -3.0774 0.5353 5.2719 -0.099
C -1.3825 -0.1086 -0.9584 -0.004
H -3.1910 -0.3017 -2.9153 0.076
H -2.8781 1.4177 -3.1339 0.084
H -2.1388 0.2482 -4.2221 0.077
H 0.1548 1.0489 -3.7268 0.119
H 3.0684 1.5655 -1.6336 0.080
H 3.0909 0.1072 -2.6166 0.085
H 2.4483 1.6057 -3.2875 0.074
H 1.8160 0.0975 0.1022 0.126
H -2.2429 0.1321 1.3800 0.117
H -2.6282 -1.4159 3.4734 0.146
H -0.8605 -1.1478 5.1693 0.115
H 0.1237 -0.1420 4.0085 0.108
H -1.2601 2.5544 4.5097 0.134
H -0.9414 1.8961 2.9096 0.123
H -2.8086 3.6171 2.9182 0.122
H -3.3520 2.0326 2.3426 0.127
H -4.2772 4.7151 7.2830 0.122
H -6.0730 4.7634 9.0022 0.107
H -8.2924 3.8058 8.4952 0.117
H -9.5740 2.7649 6.8826 0.111
H -5.0873 1.2955 5.5015 0.117
H -4.7456 0.6477 3.9011 0.135
H -3.3202 -0.4921 5.5546 0.124
H -2.7478 1.0536 6.1786 0.131
H -2.3600 -0.4377 -0.6230 0.115
```

SMILES	Cc1cc(C)cc(C(=O)N[C@H]2CC23CCN(C(=O)c2cccc(O)c2F)CC3)c1
gap between HOMO and LUMO	9.519	eV
LUMO energy	0.540	eV